Molecular formula: C36H68Cl6O24
Method: DFT, ωB97M-V/def2-TZVPD

Geometry as ORCA input:
```
! RIJCOSX wB97M-V def2-TZVPD def2/J DEFGRID3
* xyz 0 1
Cl -2.19 3.90 0.39
C -2.12 3.51 2.14
C -3.27 2.60 2.49
Cl -3.29 2.43 4.29
H -2.04 4.49 2.60
H -1.15 3.04 2.30
H -3.18 1.59 2.10
H -4.24 3.05 2.31
Cl -4.42 2.19 -2.95
C -5.25 3.38 -1.91
C -6.64 2.93 -1.52
Cl -6.61 1.74 -0.17
H -5.35 4.32 -2.45
H -4.60 3.57 -1.06
H -7.12 2.48 -2.38
H -7.26 3.77 -1.21
Cl -1.70 -1.76 6.20
C -3.24 -2.55 5.77
C -3.09 -3.99 5.22
Cl -4.68 -4.74 5.25
H -3.78 -1.92 5.06
H -3.96 -2.62 6.58
H -2.40 -4.46 5.91
H -2.77 -4.02 4.18
C 2.37 1.42 6.37
C 1.30 0.36 6.21
O 0.50 0.89 5.17
C 1.08 1.96 4.58
O 0.66 2.64 3.71
O 2.26 2.18 5.19
H 3.38 1.06 6.54
H 2.13 2.10 7.20
H 0.83 0.34 7.20
H 1.78 -0.59 5.99
C -3.74 -3.19 -0.92
C -3.16 -4.28 -1.87
O -2.49 -5.15 -0.93
C -2.59 -4.65 0.32
O -1.90 -5.01 1.22
O -3.55 -3.75 0.37
H -4.77 -2.91 -1.15
H -3.08 -2.32 -0.97
H -2.43 -3.82 -2.53
H -3.88 -4.93 -2.35
C 3.29 -1.27 2.33
C 3.25 -2.19 1.13
O 2.03 -2.06 0.46
C 1.74 -2.84 -0.58
O 2.50 -3.67 -0.99
O 0.54 -2.55 -1.02
C 0.28 -2.95 -2.39
H 4.27 -1.22 2.79
H 2.56 -1.62 3.06
H 2.99 -0.27 1.99
H 3.30 -3.23 1.48
H 4.19 -2.04 0.58
H 1.05 -2.58 -3.05
H -0.63 -2.40 -2.63
H 0.05 -4.01 -2.40
C -2.76 -0.85 -4.26
C -1.56 -0.50 -5.13
O -1.94 -0.08 -6.46
C -2.18 1.23 -6.51
O -1.91 2.02 -5.66
O -2.83 1.50 -7.65
C -3.17 2.86 -7.84
H -3.26 0.07 -3.95
H -2.53 -1.42 -3.37
H -3.48 -1.42 -4.84
H -1.09 -1.47 -5.30
H -0.82 0.16 -4.70
H -3.87 2.83 -8.68
H -2.31 3.47 -8.08
H -3.75 3.29 -7.02
C 7.07 -3.92 4.55
C 5.88 -3.32 5.23
O 4.70 -3.94 4.70
C 3.54 -3.52 5.18
O 3.40 -2.89 6.20
O 2.58 -4.01 4.43
C 1.27 -4.16 4.90
H 7.18 -3.79 3.47
H 7.06 -5.02 4.62
H 8.00 -3.60 5.03
H 5.85 -2.25 5.04
H 5.84 -3.41 6.32
H 1.28 -4.69 5.86
H 0.64 -4.73 4.23
H 0.82 -3.20 5.16
C -0.82 -1.60 2.63
C -1.66 -1.25 1.44
O -1.06 -0.12 0.79
C -1.45 0.28 -0.42
O -2.32 -0.19 -1.10
O -0.64 1.29 -0.73
C -0.86 1.88 -1.99
H 0.14 -1.99 2.28
H -1.30 -2.22 3.38
H -0.47 -0.68 3.10
H -2.68 -0.98 1.75
H -1.75 -2.04 0.69
H -1.70 2.58 -1.93
H -1.10 1.19 -2.80
H -0.01 2.48 -2.32
C 3.02 6.35 -1.95
C 2.27 5.50 -0.95
O 0.88 5.40 -1.24
C 0.53 4.67 -2.28
O 1.25 3.95 -2.92
O -0.75 4.85 -2.54
C -1.32 4.26 -3.70
H 3.16 5.80 -2.88
H 3.94 6.76 -1.55
H 2.41 7.24 -2.14
H 2.35 5.98 0.03
H 2.68 4.51 -0.76
H -1.06 3.20 -3.75
H -0.95 4.81 -4.56
H -2.40 4.28 -3.64
C 3.17 1.14 -1.44
C 2.74 0.06 -2.43
O 3.44 0.29 -3.66
C 2.71 0.16 -4.78
O 1.58 -0.20 -4.86
O 3.44 0.41 -5.86
C 4.83 0.67 -5.86
H 4.26 1.19 -1.37
H 2.82 0.86 -0.45
H 2.93 2.15 -1.77
H 1.67 0.16 -2.59
H 3.06 -0.87 -1.96
H 5.01 1.33 -6.71
H 5.42 -0.22 -6.07
H 5.15 1.06 -4.89
*
```

As for the structure (SMILES): CCOC(=O)OC.CCOC(=O)OC.CCOC(=O)OC.CCOC(=O)OC.CCOC(=O)OC.CCOC(=O)OC.O=C1OCCO1.O=C1OCCO1.ClCCCl.ClCCCl.ClCCCl. The value obtained for the energy is -5979.49191 hartree. The calculation puts the HOMO energy at -10.34 eV.

Atomic partial charges in e from the Löwdin method, atoms 1 to 2: atom 1 (Cl): 0.66, atom 2 (C): -0.62